DFT (the ωB97M-V functional and the def2-TZVPD basis) results for 16 unconnected molecules or ions with the total composition C46H84Cl30N2O4.

```
166
Properties=species:S:1:pos:R:3:lowdin_charge:R:1
C 2.741 4.436 -3.440 -0.16
C 1.702 3.145 -3.629 -0.25
C 2.605 1.791 -3.437 -0.20
C 1.880 0.397 -3.910 -0.17
O 2.785 -0.797 -3.847 -0.14
C 3.020 -1.067 -2.391 -0.12
C 4.285 -0.617 -1.723 0.09
C 4.598 -0.836 -0.096 -0.14
O 5.880 -0.739 0.262 -0.04
C 3.315 -1.126 0.874 -0.02
N 3.224 -0.931 2.367 -0.10
C 2.689 0.426 2.762 -0.10
C 4.487 -1.311 3.102 -0.26
C 4.735 -2.822 3.702 -0.03
O 5.501 -0.418 3.272 -0.10
C 2.050 -1.605 0.185 -0.04
N 0.811 -1.849 1.018 -0.03
C -0.393 -1.073 0.528 -0.22
C -0.190 0.553 0.462 -0.21
C -1.059 1.378 1.622 -0.17
C 1.918 -1.835 -1.441 -0.11
O 1.014 -2.610 -2.049 -0.02
H 3.537 4.427 -4.315 0.04
H 2.114 5.429 -3.386 0.08
H 3.344 4.302 -2.420 0.07
H 0.944 3.208 -2.712 0.12
H 1.107 3.195 -4.641 0.09
H 3.652 1.869 -3.986 0.13
H 2.856 1.720 -2.274 0.11
H 0.989 0.161 -3.182 0.13
H 1.466 0.526 -4.999 0.14
H 5.079 -0.067 -2.424 0.15
H 3.182 0.758 3.783 0.11
H 2.729 1.239 1.921 -0.04
H 1.533 0.264 3.016 0.10
H 5.367 -3.494 2.977 0.10
H 3.702 -3.292 3.988 0.05
H 5.363 -2.743 4.705 0.07
H 0.521 -2.868 0.926 0.13
H -0.772 -1.441 -0.541 0.08
H -1.319 -1.261 1.257 0.09
H 0.917 0.922 0.568 0.08
H -0.581 0.935 -0.598 0.07
H -0.941 0.759 2.620 0.04
H -0.544 2.446 1.683 0.05
H -2.175 1.518 1.288 0.03
Cl -5.285 0.464 -0.823 0.53
C -4.387 0.590 -2.355 -0.73
C -2.921 0.931 -2.136 -0.72
Cl -2.701 2.588 -1.522 0.55
H -4.885 1.337 -2.981 0.07
H -4.472 -0.381 -2.852 -0.02
H -2.380 0.870 -3.084 0.08
H -2.449 0.241 -1.430 -0.02
Cl -4.226 -5.148 -1.619 0.54
C -3.005 -4.460 -2.718 -0.70
C -2.239 -3.313 -2.080 -0.60
Cl -3.262 -1.876 -1.832 0.70
H -3.512 -4.145 -3.636 -0.01
H -2.316 -5.271 -2.972 0.07
H -1.416 -3.006 -2.733 0.06
H -1.816 -3.600 -1.112 0.07
Cl 4.737 -2.054 7.425 0.56
C 3.349 -1.021 7.004 -0.65
C 2.020 -1.723 7.234 -0.65
Cl 1.758 -3.061 6.087 0.55
H 3.463 -0.706 5.962 0.05
H 3.413 -0.132 7.637 0.08
H 1.197 -1.017 7.090 0.07
H 1.948 -2.127 8.249 0.07
Cl -2.654 -4.319 -5.876 0.62
C -3.609 -3.940 -7.331 -0.65
C -3.683 -2.444 -7.595 -0.66
Cl -4.654 -1.591 -6.369 0.54
H -4.604 -4.377 -7.207 0.08
H -3.118 -4.441 -8.170 0.00
H -4.163 -2.261 -8.561 0.07
H -2.688 -1.988 -7.618 0.07
Cl -3.900 -1.828 1.814 0.54
C -3.560 -2.307 3.495 -0.65
C -3.985 -1.242 4.493 -0.70
Cl -2.974 0.221 4.388 0.56
H -2.492 -2.531 3.576 0.07
H -4.116 -3.231 3.679 0.03
H -3.882 -1.625 5.513 -0.06
H -5.028 -0.944 4.346 0.08
Cl 10.011 -2.143 -3.292 0.53
C 8.798 -2.481 -2.033 -0.66
C 8.857 -1.477 -0.893 -0.68
Cl 10.345 -1.642 0.073 0.53
H 8.953 -3.505 -1.677 0.07
H 7.818 -2.435 -2.517 0.07
H 8.018 -1.639 -0.210 0.05
H 8.803 -0.447 -1.260 0.07
Cl -1.177 4.275 3.627 0.56
C -2.566 5.308 3.206 -0.69
C -3.894 4.607 3.436 -0.65
Cl -4.157 3.269 2.289 0.56
H -2.451 5.623 2.164 0.07
H -2.501 6.198 3.839 0.00
H -4.718 5.312 3.292 0.07
H -3.967 4.202 4.451 0.07
Cl -7.301 -2.377 -2.382 0.53
C -8.515 -2.716 -1.123 -0.68
C -8.455 -1.711 0.017 -0.64
Cl -6.968 -1.876 0.982 0.49
H -8.359 -3.739 -0.767 -0.05
H -9.495 -2.669 -1.608 0.07
H -9.294 -1.873 0.699 0.07
H -8.509 -0.681 -0.350 0.07
Cl 2.914 6.518 0.724 0.53
C 4.321 5.728 1.477 -0.69
C 4.589 4.351 0.889 -0.67
Cl 3.321 3.178 1.320 0.64
H 4.146 5.679 2.556 0.04
H 5.182 6.380 1.301 0.06
H 5.531 3.957 1.282 -0.04
H 4.663 4.386 -0.202 0.06
Cl -3.459 -5.776 -10.441 0.56
C -2.052 -6.566 -9.688 -0.66
C -1.783 -7.943 -10.275 -0.66
Cl -3.052 -9.117 -9.845 0.54
H -2.226 -6.616 -8.609 0.06
H -1.191 -5.914 -9.864 0.08
H -0.842 -8.338 -9.883 0.07
H -1.709 -7.908 -11.367 0.07
Cl -8.386 -5.523 0.596 0.62
C -7.049 -6.374 1.409 -0.63
C -7.125 -6.250 2.922 -0.65
Cl -6.804 -4.588 3.478 0.55
H -6.107 -5.978 1.018 0.06
H -7.122 -7.427 1.119 0.07
H -6.368 -6.889 3.386 0.07
H -8.105 -6.552 3.303 0.07
Cl 7.475 4.692 2.045 0.64
C 8.882 3.902 2.798 -0.63
C 9.151 2.525 2.210 -0.66
Cl 7.882 1.351 2.641 0.59
H 8.708 3.852 3.877 0.07
H 9.743 4.554 2.622 0.07
H 10.092 2.130 2.603 0.07
H 9.225 2.560 1.119 0.07
Cl 2.598 7.656 4.035 0.55
C 1.729 9.098 3.456 -0.65
C 0.358 9.240 4.099 -0.65
Cl -0.772 7.973 3.561 0.60
H 1.658 9.038 2.366 0.06
H 2.348 9.964 3.709 0.07
H -0.086 10.199 3.820 0.07
H 0.419 9.199 5.191 0.07
Cl 2.665 4.696 -6.857 0.57
C 1.796 6.139 -7.436 -0.65
C 0.425 6.281 -6.793 -0.66
Cl -0.705 5.013 -7.331 0.53
H 1.725 6.078 -8.526 0.07
H 2.415 7.004 -7.183 0.07
H -0.020 7.240 -7.072 0.07
H 0.486 6.239 -5.700 0.06
Cl -7.015 -1.979 8.591 0.54
C -5.518 -2.720 9.210 -0.66
C -4.319 -2.414 8.328 -0.62
Cl -4.422 -3.226 6.746 0.63
H -5.686 -3.797 9.304 0.07
H -5.355 -2.313 10.212 0.07
H -3.403 -2.772 8.808 0.08
H -4.212 -1.339 8.151 0.08
```

Calculated values
E_LUMO in eV: -1.85
Total charge: 0
HOMO in hartree: -0.32996

DFT (the ωB97M-V functional and the def2-TZVPD basis) results for 6 unconnected molecules or ions with the total composition C46H84ClN3.

```
134
Properties=species:S:1:pos:R:3:lowdin_charge:R:1
C -5.007 0.483 3.579 -0.12
C -4.411 -0.825 2.946 -0.71
Cl -5.617 -2.177 2.884 0.60
C -3.649 -0.598 1.623 -0.16
C -4.519 -0.178 0.412 -0.22
C -5.936 0.068 0.481 -0.09
N -6.736 0.443 -0.505 0.15
C -5.986 0.611 -1.639 -0.22
C -6.691 1.066 -2.820 -0.01
C -6.056 1.290 -4.009 -0.02
C -4.615 1.073 -4.154 -0.17
C -3.989 1.379 -5.484 -0.17
C -3.243 2.575 -5.748 0.00
C -2.769 2.732 -7.057 -0.18
N -2.876 1.919 -8.109 0.06
C -3.568 0.799 -7.883 -0.13
C -4.115 0.533 -6.615 -0.02
C -3.929 0.624 -3.043 0.05
C -4.593 0.387 -1.774 -0.19
N -3.836 -0.025 -0.710 0.17
H -6.105 0.511 3.477 0.06
H -4.761 0.487 4.654 0.08
H -4.548 1.389 3.138 0.09
H -3.652 -1.159 3.679 0.09
H -3.013 -1.462 1.364 0.12
H -2.953 0.256 1.773 0.12
H -6.419 -0.070 1.458 0.08
H -7.770 1.253 -2.756 0.12
H -6.593 1.662 -4.889 0.12
H -3.079 3.316 -4.956 0.12
H -2.229 3.677 -7.245 0.11
H -3.716 0.111 -8.728 0.11
H -4.671 -0.409 -6.485 0.12
H -2.845 0.438 -3.096 0.13
C 0.703 2.179 -7.009 -0.12
C 0.555 1.720 -8.448 -0.27
C 0.703 0.208 -8.615 -0.22
C 2.073 -0.356 -8.237 -0.23
C 3.254 0.249 -8.995 -0.27
C 3.194 -0.002 -10.498 -0.11
H 1.691 1.965 -6.596 0.06
H 0.554 3.260 -6.944 0.07
H -0.048 1.691 -6.382 0.07
H 1.270 2.242 -9.090 0.10
H -0.438 2.015 -8.796 0.08
H 0.475 -0.055 -9.652 0.10
H -0.058 -0.292 -8.005 0.11
H 2.059 -1.438 -8.405 0.11
H 2.238 -0.223 -7.167 0.08
H 4.176 -0.192 -8.605 0.10
H 3.322 1.323 -8.803 0.10
H 3.173 -1.072 -10.714 0.07
H 4.074 0.421 -10.988 0.07
H 2.313 0.458 -10.950 0.06
C 3.155 -0.117 -3.892 -0.10
C 2.246 0.976 -3.342 -0.27
C 2.557 1.335 -1.892 -0.23
C 2.363 0.194 -0.894 -0.23
C 0.960 -0.415 -0.868 -0.26
C -0.117 0.579 -0.449 -0.11
H 3.040 -1.052 -3.341 0.07
H 2.916 -0.318 -4.935 0.05
H 4.203 0.187 -3.839 0.08
H 1.200 0.674 -3.447 0.10
H 2.366 1.874 -3.955 0.10
H 1.938 2.188 -1.598 0.10
H 3.594 1.682 -1.825 0.11
H 2.608 0.567 0.107 0.09
H 3.087 -0.600 -1.102 0.10
H 0.960 -1.248 -0.159 0.11
H 0.709 -0.842 -1.843 0.10
H 0.093 0.981 0.546 0.06
H -1.092 0.088 -0.414 0.04
H -0.193 1.413 -1.149 0.07
C -7.895 -2.517 -0.322 -0.12
C -8.521 -3.821 -0.802 -0.26
C -9.844 -4.146 -0.109 -0.23
C -9.746 -4.357 1.404 -0.23
C -8.780 -5.457 1.842 -0.27
C -9.176 -6.841 1.338 -0.11
H -7.650 -2.556 0.741 0.03
H -6.971 -2.318 -0.867 0.07
H -8.571 -1.676 -0.488 0.08
H -7.809 -4.642 -0.671 0.10
H -8.704 -3.746 -1.878 0.10
H -10.277 -5.036 -0.575 0.10
H -10.554 -3.334 -0.300 0.11
H -10.747 -4.588 1.785 0.11
H -9.453 -3.419 1.885 0.10
H -8.756 -5.479 2.936 0.10
H -7.762 -5.224 1.518 0.10
H -10.174 -7.113 1.691 0.07
H -8.475 -7.593 1.704 0.07
H -9.172 -6.890 0.248 0.06
C 6.543 2.475 5.080 -0.10
C 5.499 1.367 5.001 -0.27
C 5.102 1.011 3.569 -0.23
C 4.446 2.144 2.778 -0.23
C 3.183 2.730 3.410 -0.27
C 2.052 1.717 3.539 -0.11
H 6.174 3.410 4.655 0.07
H 6.811 2.668 6.120 0.05
H 7.452 2.190 4.544 0.08
H 4.617 1.652 5.583 0.10
H 5.904 0.471 5.481 0.09
H 4.431 0.147 3.594 0.10
H 5.993 0.681 3.025 0.11
H 4.202 1.769 1.777 0.10
H 5.169 2.951 2.626 0.10
H 2.837 3.559 2.785 0.10
H 3.408 3.159 4.390 0.10
H 1.779 1.312 2.561 0.06
H 1.166 2.193 3.965 0.07
H 2.326 0.886 4.192 0.07
C 10.713 0.945 10.534 -0.11
C 9.670 -0.164 10.453 -0.27
C 9.276 -0.521 9.020 -0.23
C 8.621 0.612 8.227 -0.23
C 7.357 1.196 8.857 -0.27
C 6.227 0.180 8.984 -0.11
H 10.344 1.879 10.108 0.06
H 10.980 1.140 11.574 0.07
H 11.623 0.660 10.001 0.07
H 8.787 0.120 11.033 0.10
H 10.074 -1.060 10.934 0.10
H 8.606 -1.385 9.043 0.10
H 10.169 -0.850 8.478 0.11
H 8.379 0.238 7.226 0.11
H 9.345 1.419 8.077 0.10
H 7.011 2.024 8.233 0.08
H 7.579 1.624 9.839 0.10
H 5.956 -0.225 8.006 0.06
H 5.339 0.653 9.409 0.07
H 6.501 -0.650 9.637 0.07
```

Calculated values
E_LUMO in eV: -0.41
Total charge: 0
HOMO in hartree: -0.34203

DFT (the ωB97M-V functional and the def2-TZVPD basis) results for 8 unconnected molecules or ions with the total composition C46H88BrFNO25P3.

```
165
Properties=species:S:1:pos:R:3:lowdin_charge:R:1
C 2.551 -1.663 4.300 -0.16
C 1.137 -2.249 4.263 -0.39
P 0.601 -3.145 2.727 1.03
C 2.163 -3.258 1.768 -0.27
C -0.506 -1.952 1.722 -0.68
O -1.431 -1.339 2.621 -0.19
C -2.321 -2.117 3.329 -0.26
F -3.591 -2.011 2.774 -0.03
C 0.256 -0.790 1.060 -0.50
O 0.982 -0.030 2.018 -0.13
C 0.467 1.231 2.501 -0.30
C 1.547 2.294 2.315 -0.13
C 1.943 2.642 0.880 -0.20
C 2.943 1.665 0.245 -0.20
C 4.026 2.311 -0.637 -0.19
C 3.963 1.839 -2.094 -0.22
C 4.713 0.526 -2.314 -0.20
C 4.691 0.053 -3.768 -0.16
C 3.442 -0.742 -4.122 -0.22
O 3.404 -1.985 -3.421 -0.20
C 2.315 -2.113 -2.533 -0.11
C 0.072 1.125 3.960 -0.16
C -1.260 1.169 4.338 -0.02
C -1.593 1.056 5.677 -0.06
C -0.565 0.898 6.597 -0.16
N 0.719 0.876 6.258 0.08
C 1.017 0.993 4.971 -0.13
P -0.525 0.377 -0.222 0.61
O -0.484 -0.584 -1.564 -0.41
Br -2.702 0.417 0.183 0.36
P -1.369 -2.860 0.294 1.02
C -2.382 -4.273 0.883 -0.41
C -1.860 -5.423 1.769 -0.16
C -0.052 -3.591 -0.788 -0.41
C 0.116 -5.114 -0.814 -0.13
H 2.760 -1.065 3.412 0.05
H 3.300 -2.453 4.365 0.07
H 2.675 -1.017 5.171 0.06
H 1.071 -3.024 5.034 0.06
H 0.394 -1.494 4.529 0.05
H 2.024 -3.961 0.947 0.01
H 2.555 -2.316 1.383 0.04
H 2.899 -3.703 2.440 0.04
H -2.388 -1.729 4.347 0.13
H -2.041 -3.171 3.321 0.09
H 1.002 -1.290 0.431 0.07
H -0.452 1.509 1.976 0.09
H 2.451 1.953 2.832 0.11
H 1.213 3.203 2.823 0.13
H 1.057 2.739 0.255 0.08
H 2.414 3.629 0.909 0.11
H 2.413 0.928 -0.373 0.07
H 3.415 1.092 1.047 0.11
H 3.969 3.399 -0.589 0.10
H 5.014 2.038 -0.248 0.11
H 4.375 2.599 -2.763 0.11
H 2.906 1.691 -2.350 0.10
H 4.290 -0.252 -1.670 0.11
H 5.748 0.672 -1.989 0.12
H 5.564 -0.566 -3.980 0.11
H 4.725 0.934 -4.418 0.12
H 2.530 -0.166 -3.929 0.11
H 3.467 -0.978 -5.192 0.11
H 1.357 -2.163 -3.066 0.09
H 2.457 -3.030 -1.960 0.09
H 2.269 -1.275 -1.821 0.07
H -2.037 1.281 3.590 0.12
H -2.621 1.084 6.013 0.11
H -0.796 0.796 7.651 0.11
H 2.070 0.959 4.721 0.11
H 0.227 -0.247 -2.126 0.02
H -3.270 -3.833 1.334 0.05
H -2.733 -4.701 -0.062 0.06
H -0.782 -5.541 1.719 0.02
H -2.311 -6.362 1.441 0.05
H -2.135 -5.289 2.818 0.06
H 0.917 -3.131 -0.588 0.02
H -0.340 -3.257 -1.787 0.06
H -0.842 -5.625 -0.904 0.06
H 0.638 -5.490 0.066 0.06
H 0.706 -5.394 -1.692 0.07
C 5.233 -3.474 -5.853 -0.02
O 4.982 -2.726 -7.049 -0.01
C 5.440 -3.261 -8.178 -0.62
O 6.025 -4.304 -8.291 0.13
O 5.114 -2.428 -9.167 -0.02
C 5.514 -2.851 -10.474 -0.03
H 4.778 -2.893 -5.059 0.06
H 4.770 -4.457 -5.904 0.10
H 6.303 -3.580 -5.681 0.10
H 5.051 -3.802 -10.728 0.10
H 6.597 -2.944 -10.531 0.10
H 5.170 -2.073 -11.149 0.09
C -0.056 2.291 -9.382 -0.03
O -0.196 0.875 -9.233 0.01
C 0.964 0.234 -9.100 -0.63
O 2.051 0.752 -9.080 0.12
O 0.717 -1.064 -8.952 0.01
C 1.890 -1.859 -8.741 -0.03
H -1.062 2.694 -9.447 0.10
H 0.448 2.724 -8.522 0.07
H 0.494 2.539 -10.287 0.10
H 2.415 -1.538 -7.844 0.09
H 2.562 -1.798 -9.592 0.09
H 1.536 -2.879 -8.619 0.10
C -3.914 -9.546 -0.717 -0.03
O -4.987 -9.080 0.110 0.01
C -4.986 -7.768 0.320 -0.62
O -4.183 -6.985 -0.124 0.09
O -6.018 -7.457 1.096 0.02
C -6.125 -6.060 1.405 -0.02
H -4.051 -10.620 -0.794 0.10
H -3.964 -9.089 -1.703 0.09
H -2.953 -9.320 -0.259 0.10
H -6.255 -5.475 0.497 0.10
H -5.239 -5.718 1.937 0.09
H -7.001 -5.968 2.038 0.10
C 1.634 3.258 -5.844 -0.03
O 1.048 4.446 -6.387 0.00
C 0.914 5.436 -5.505 -0.63
O 1.235 5.395 -4.347 0.12
O 0.362 6.477 -6.127 0.00
C 0.158 7.621 -5.291 -0.04
H 1.680 2.542 -6.660 0.08
H 2.637 3.455 -5.473 0.10
H 1.016 2.861 -5.039 0.10
H 1.106 7.980 -4.896 0.10
H -0.512 7.378 -4.468 0.10
H -0.292 8.373 -5.931 0.09
C -1.970 6.002 11.053 -0.03
O -0.983 5.129 10.494 0.01
C -0.888 5.185 9.167 -0.63
O -1.548 5.886 8.444 0.12
O 0.057 4.334 8.777 0.01
C 0.267 4.291 7.362 -0.04
H -1.928 5.848 12.126 0.09
H -1.745 7.041 10.819 0.09
H -2.960 5.749 10.680 0.10
H 0.583 5.265 6.991 0.10
H -0.641 3.977 6.850 0.09
H 1.051 3.558 7.197 0.08
C -5.126 11.426 12.212 -0.04
O -4.142 10.553 11.650 0.00
C -4.059 10.608 10.320 -0.63
O -4.725 11.307 9.604 0.12
O -3.115 9.756 9.926 0.00
C -2.917 9.707 8.508 -0.03
H -5.075 11.271 13.286 0.09
H -4.900 12.463 11.972 0.10
H -6.118 11.175 11.842 0.10
H -2.610 10.682 8.133 0.10
H -3.829 9.389 8.006 0.10
H -2.133 8.975 8.340 0.09
C -3.613 -1.963 -4.306 -0.03
O -4.741 -2.831 -4.143 0.01
C -4.445 -4.024 -3.635 -0.62
O -3.343 -4.415 -3.348 0.11
O -5.575 -4.711 -3.467 0.01
C -5.372 -5.998 -2.864 -0.03
H -4.011 -1.046 -4.730 0.09
H -3.144 -1.756 -3.345 0.09
H -2.885 -2.403 -4.986 0.10
H -4.900 -5.896 -1.892 0.06
H -4.759 -6.630 -3.505 0.10
H -6.363 -6.435 -2.758 0.10
```

Calculated values
E_LUMO in eV: 0.19
Total charge: 0
HOMO in hartree: -0.27681